Computed, not measured: a cluster of 3 separate species, C14H31F4N4O6S2 in total at a distorted geometry, with ωB97M-V with the def2-TZVPD basis set.

```
61
Properties=species:S:1:pos:R:3:forces:R:3:mulliken_charge:R:1
C 2.772357 2.995270 -1.521177 0.2788 0.3763 -0.9053 -0.737
C 1.880846 1.685443 -1.978465 1.4277 -0.3703 0.6630 -0.520
C 0.676266 1.277756 -0.950313 0.6463 -0.4295 -0.3877 0.015
F 1.193529 1.367645 0.449883 -1.2503 0.1292 -3.0443 -0.373
C -0.674852 2.207855 -1.039764 -0.7944 -1.0687 0.9673 0.230
C -0.429030 3.802378 -0.744543 -1.3682 -0.6501 2.4803 -0.867
N -0.498940 4.705812 -1.950324 2.5853 -2.8939 -3.3889 -0.268
C -0.394214 3.976164 -3.264941 -0.2614 -0.0844 -0.5379 0.239
N 0.195772 4.677525 -4.324551 -1.2625 -1.3410 1.6499 -0.393
N -0.905704 2.593753 -3.593695 1.3465 3.4162 2.0074 -0.218
C -1.580073 1.925958 -2.418105 -1.0728 0.9191 1.1884 0.031
N -2.982570 2.552376 -2.322013 1.3226 0.1400 -0.7581 -0.541
C -1.866418 0.297399 -2.649955 -1.3995 -1.0687 -1.2508 0.494
F -2.025515 -0.446357 -1.378021 0.9476 2.4654 -4.6647 -0.144
F -0.840299 -0.259479 -3.560805 -3.2526 1.3622 3.3621 -0.238
F -3.183530 0.155529 -3.376126 4.5418 0.2298 2.2816 -0.287
H 2.419813 3.982449 -2.090170 0.6224 -2.0206 1.2003 0.083
H 3.881050 2.803403 -1.915707 -2.4326 0.5295 1.1397 0.323
H 2.756975 3.218805 -0.372617 0.1591 -0.7161 -2.2552 0.217
H 2.645109 0.767394 -1.971393 -1.8380 1.9605 0.0399 0.462
H 1.565994 1.821049 -3.097781 0.1881 -0.4218 2.2769 0.189
H 0.464168 0.116372 -1.128682 0.1072 2.7236 0.5644 0.301
H -1.381107 1.822129 -0.156759 1.5902 0.8378 -1.9628 0.230
H 0.564612 4.002164 -0.113633 -2.1099 -0.7070 -1.7207 0.298
H -1.310459 4.150228 -0.018118 1.9340 -0.7684 -1.6268 0.317
H 0.370993 5.315163 -1.875560 -1.6415 -0.6854 -0.5763 0.455
H 0.658818 4.126282 -5.088552 -1.0551 1.0203 0.9427 0.281
H 0.082002 5.718685 -4.362437 0.5758 -1.5513 0.0562 0.292
H -1.471897 2.559143 -4.469537 0.9091 0.2510 0.7740 0.423
H -2.941561 3.511731 -1.914504 0.2445 -1.0738 -0.2113 0.378
H -3.319423 2.712002 -3.318552 0.3164 -0.5696 1.7361 0.317
O -1.024229 1.274204 4.250704 -0.5804 -0.8844 0.0569 -0.636
S -2.162757 0.403002 4.447478 -0.3361 -0.3029 0.0244 1.249
O -2.083916 -0.793852 5.258537 0.2975 1.1367 -0.7707 -0.612
O -2.788433 0.010484 2.995244 -0.1424 0.7901 1.0955 -0.324
C -1.931271 -0.554926 2.014358 0.6417 -0.7137 -0.6524 -0.042
C -1.662387 -2.021749 2.292519 0.1543 -0.1847 0.1917 -1.084
C -3.530277 1.378947 5.021768 -0.1124 -0.0180 -0.1750 -0.927
H -0.997426 0.012071 1.938946 -0.0398 0.0545 0.1771 0.263
H -2.443558 -0.462520 1.050333 -0.1883 0.1776 0.3309 0.111
H -1.065442 -2.146200 3.200821 -0.0562 0.0301 -0.1452 0.287
H -1.115256 -2.478983 1.463250 -0.0657 0.0551 0.0595 0.397
H -2.599805 -2.566392 2.444649 0.1164 0.1165 -0.1159 0.321
H -3.632632 2.256074 4.380465 0.0508 -0.1601 0.0702 0.302
H -3.318528 1.686935 6.047699 0.1242 -0.1364 -0.1504 0.376
H -4.435425 0.769297 4.995616 0.1777 0.0407 -0.0121 0.323
O 0.509458 -4.985711 1.518535 0.9560 0.5840 -0.2172 -0.642
S 1.875869 -4.581274 1.770149 0.4531 -0.4044 0.1809 1.257
O 2.371607 -3.273078 1.396839 -0.7282 -0.8904 0.0154 -0.598
O 2.883535 -5.712938 1.171424 -0.6023 0.6957 1.0982 -0.292
C 2.751296 -6.090807 -0.191030 0.0077 -0.1962 -1.1683 -0.329
C 3.366725 -5.057074 -1.115089 -0.0190 0.3697 -0.0799 -0.932
C 2.238384 -4.847772 3.487691 0.1209 -0.1391 -0.0458 -0.939
H 1.701979 -6.274763 -0.444668 0.0531 0.0737 0.1830 0.314
H 3.283898 -7.040461 -0.312739 -0.1033 0.1585 0.3706 0.279
H 2.798666 -4.122387 -1.092464 0.0536 -0.1217 -0.0085 0.242
H 3.380203 -5.419457 -2.146882 0.0061 -0.0519 0.1359 0.388
H 4.390254 -4.820823 -0.806695 -0.1282 -0.1311 -0.0586 0.258
H 1.918930 -5.853976 3.764459 0.0371 0.1462 -0.1138 0.324
H 1.686753 -4.105894 4.068681 0.0068 -0.0308 -0.2230 0.353
H 3.311075 -4.722001 3.646322 -0.1592 -0.0036 -0.0929 0.327
```
Forces are in eV/Å.

Calculated values
lowest unoccupied orbital energy	-4.66	eV
net charge	+1
HOMO level	-12.4	eV
gap between HOMO and LUMO	7.70	eV

---

Computed, not measured: a structure of composition C18H18N5O2SSe4W at a distorted geometry, with ωB97M-V with the def2-TZVPD basis set.

```
49
Properties=species:S:1:pos:R:3:forces:R:3:mulliken_charge:R:1
W -1.746468 0.620182 -1.067155 -0.9099 -0.0598 -0.5117 0.852
N 2.857143 -4.693270 3.800729 0.0127 0.0174 -0.0205 -0.458
C 2.041437 -3.818182 3.166902 0.0377 -0.0826 0.0523 1.194
C 2.472915 -2.503026 2.909854 0.0110 0.0469 -0.0089 -0.904
C 1.650274 -1.613106 2.267841 -0.0852 -0.1646 0.0068 -0.406
C 0.372434 -2.025149 1.869708 0.3259 -0.2745 0.1830 -0.160
C -0.073190 -3.326053 2.118737 0.0837 -0.0169 0.0619 -0.461
C 0.753232 -4.213302 2.763090 -0.0470 0.0718 -0.0444 -0.924
S -0.638491 -0.940200 1.057290 -0.2330 0.4395 -0.1598 1.573
O -0.323048 0.434521 1.370523 0.1564 -0.1608 0.0570 -0.560
O -2.031158 -1.317074 1.152311 0.0282 -0.2803 0.2497 -0.620
N -0.355976 -0.949870 -0.605057 -0.4504 -0.0222 0.2623 -0.026
C -1.052929 -1.982696 -1.260701 0.4078 -0.0036 0.1587 0.429
N -2.080993 -1.448343 -1.912822 -0.1043 0.2678 0.1857 0.023
C -2.901449 -2.236314 -2.606131 0.1163 -0.1218 -0.0828 -0.015
C -2.653799 -3.592525 -2.628000 0.0065 0.0994 0.0163 -0.843
C -1.551554 -4.053371 -1.907772 -0.0457 -0.0263 -0.0350 -0.234
N -0.733789 -3.258159 -1.216644 -0.1029 0.0320 -0.0840 -0.529
H 3.764918 -4.413148 4.122795 -0.0044 -0.0045 0.0066 0.193
H 2.548330 -5.621849 4.020694 -0.0006 0.0014 0.0067 0.194
H 3.457882 -2.192294 3.233592 0.0010 -0.0071 0.0033 0.305
H 1.978124 -0.598852 2.090685 -0.0198 0.0384 -0.0246 0.434
H -1.068589 -3.623459 1.820092 -0.0102 0.0219 -0.0095 0.498
H 0.411729 -5.218738 2.971385 0.0060 -0.0061 0.0048 0.303
H -3.726563 -1.768917 -3.128536 0.0019 0.0279 0.0176 0.464
H -3.294551 -4.263910 -3.178431 0.0280 -0.0429 0.0175 0.411
H -1.317147 -5.111113 -1.888626 0.0149 0.0004 0.0069 0.449
Se -4.204733 0.520131 -0.581154 0.0410 0.0912 0.2110 -0.193
Se -2.911810 2.240993 0.324710 -0.1629 -0.1840 0.3868 -0.109
Se -2.584660 1.326345 -3.254871 -0.1800 0.0610 -0.5362 -0.224
Se -0.241646 1.228546 -2.982965 0.3216 0.1236 -0.3425 -0.068
C -1.478337 4.649810 -1.923022 0.0270 0.0246 -0.0700 -1.084
C -0.258689 4.439913 -1.070647 -0.0126 0.0135 0.0473 1.077
C 0.423768 5.524103 -0.534928 0.0557 -0.0736 0.0115 -0.933
C 1.626195 5.338630 0.130098 -0.0281 0.0068 -0.0229 -0.845
C 2.185170 4.074340 0.219927 0.0438 -0.0278 -0.0034 -1.014
C 1.534922 2.958272 -0.293144 0.1112 0.0561 0.0685 0.940
C 2.211716 1.618915 -0.310042 -0.0417 0.0389 -0.0086 -1.070
C 0.279501 3.161373 -0.865891 -0.6484 0.2927 -0.2432 -0.208
N -0.478285 2.035091 -1.296783 1.2444 -0.1370 0.1117 0.799
H -1.714540 5.710154 -1.987581 -0.0184 -0.0042 0.0176 0.390
H -2.355754 4.121723 -1.553508 0.0216 -0.0036 -0.0001 0.148
H -1.293729 4.293427 -2.940112 0.0096 0.0098 0.0031 0.232
H 0.017981 6.519245 -0.663091 0.0037 0.0035 0.0026 0.405
H 2.150781 6.188899 0.544950 -0.0016 0.0022 0.0030 0.405
H 3.155757 3.944521 0.681643 0.0004 0.0083 0.0076 0.380
H 3.194696 1.694680 0.151170 -0.0034 -0.0419 0.0043 0.448
H 2.355870 1.274792 -1.338178 0.0311 -0.0175 0.0065 0.264
H 1.627122 0.864304 0.207069 -0.0388 -0.0332 0.0296 0.078
```
Forces are in eV/Å.

Calculated values
lowest unoccupied orbital energy	-4.30	eV
net charge	+1
HOMO level	-10.7	eV
energy relative to the best compared isomer or geometry (same formula, charge and spin)	22.52	kcal/mol
gap between HOMO and LUMO	6.35	eV

---

Computed, not measured: an isolated molecule of H4S2Si at a distorted geometry, with ωB97M-V with the def2-TZVPD basis set.

```
7
Properties=species:S:1:pos:R:3:forces:R:3:mulliken_charge:R:1
Si 1.270076 -0.088899 0.019933 -1.4838 1.2816 -0.8393 0.439
S -2.190885 -0.660855 0.082384 -0.5214 0.6047 0.0359 -0.197
S -0.790473 0.878781 -0.161850 1.2942 -0.0591 0.0506 -0.191
H 2.200517 1.006081 0.440830 -0.4199 -0.4401 0.8378 -0.074
H 0.906296 -1.313453 0.816942 0.7567 0.3649 -0.3638 -0.080
H 1.822924 -0.082576 -1.374943 -0.3659 -0.9778 0.2685 -0.062
H -3.218455 0.260923 0.176701 0.7400 -0.7742 0.0104 0.166
```
Forces are in eV/Å.

Calculated values
lowest unoccupied orbital energy	0.24	eV
HOMO level	-8.3	eV
energy relative to the best compared isomer or geometry (same formula, charge and spin)	35.17	kcal/mol
gap between HOMO and LUMO	8.53	eV

---

In order of appearance, E_tot = -2417.90368 -11191.81631 -1088.22946 Eh.